The following is a DFT calculation (ωB97M-V/def2-TZVPD) of a molecular structure, C32H74BClN2NbO18P2S6.

- Net charge: -1
- Largest force on an atom: 1.4 eV/Å
- Kohn-Sham gap: 5.807 eV
- LUMO energy: 0.0597 Ha

Each line ends with the Löwdin charge.
Element x y z (Å)
1 C 0.168 4.469 1.167  -0.07
2 C -0.309 3.856 -0.146  -0.25
3 O 0.443 2.729 -0.588  -0.15
4 C 0.726 1.760 0.407  -0.19
5 C -0.497 1.182 1.132  -0.22
6 O -1.624 1.239 0.303  -0.25
7 C -2.858 0.884 0.953  -0.37
8 Nb -4.631 2.032 0.024  1.31
9 N -6.307 3.118 -0.450  -0.23
10 O -3.556 2.723 -1.437  -0.44
11 C -3.612 3.893 -2.206  -0.37
12 C -4.301 3.632 -3.555  -0.08
13 P -6.148 1.045 1.904  0.50
14 N -7.488 0.507 1.173  -0.44
15 B -3.951 3.445 1.798  -0.66
16 O -4.206 3.314 3.159  0.05
17 O -3.228 4.558 1.369  -0.08
18 C -3.538 5.868 1.790  -0.10
19 P -5.155 -0.353 -0.914  0.35
20 O -6.758 -0.412 -1.138  -0.55
21 Cl -4.945 -1.954 0.448  0.08
22 H -0.193 3.931 2.043  0.07
23 H -0.229 5.485 1.248  0.07
24 H 1.261 4.520 1.203  0.08
25 H -1.367 3.591 -0.082  0.09
26 H -0.196 4.592 -0.940  0.09
27 H 1.433 2.145 1.153  0.12
28 H 1.250 0.964 -0.113  0.08
29 H -0.693 1.689 2.090  0.12
30 H -0.241 0.140 1.401  0.12
31 H -2.767 1.116 2.026  0.04
32 H -2.992 -0.206 0.899  -0.01
33 H -6.642 3.015 -1.407  -0.01
34 H -6.422 4.100 -0.220  -0.02
35 H -2.584 4.248 -2.373  0.10
36 H -4.121 4.694 -1.654  0.09
37 H -3.626 3.750 -4.407  0.06
38 H -5.145 4.309 -3.723  0.06
39 H -4.686 2.610 -3.566  0.07
40 H -5.483 0.075 2.696  -0.08
41 H -6.490 1.938 2.954  -0.09
42 H -7.631 -0.491 1.294  -0.05
43 H -4.705 4.009 3.606  0.09
44 H -4.575 6.128 1.542  0.09
45 H -3.393 6.001 2.871  0.09
46 H -2.874 6.559 1.267  0.08
47 H -7.212 0.183 -0.465  -0.06
48 C 1.866 -3.054 2.172  -0.20
49 C 3.338 -3.054 2.600  -0.20
50 C 3.555 -1.821 3.481  -0.23
51 S 1.969 -1.490 4.279  0.67
52 O 1.434 -0.224 3.853  -0.32
53 O 2.072 -1.769 5.694  -0.34
54 C 1.064 -2.795 3.443  -0.24
55 H 1.574 -3.997 1.709  0.11
56 H 1.688 -2.255 1.449  0.12
57 H 3.551 -3.965 3.167  0.12
58 H 4.011 -3.025 1.744  0.11
59 H 4.289 -1.967 4.270  0.08
60 H 3.820 -0.953 2.880  0.10
61 H 0.048 -2.448 3.265  0.10
62 H 1.070 -3.662 4.104  0.09
63 C -2.413 -6.137 4.465  -0.22
64 C -2.409 -7.605 4.014  -0.22
65 C -2.339 -7.615 2.485  -0.22
66 S -1.480 -6.097 2.010  0.65
67 O -2.385 -5.264 1.268  -0.31
68 O -0.181 -6.413 1.471  -0.33
69 C -1.307 -5.453 3.674  -0.24
70 H -2.250 -6.041 5.538  0.12
71 H -3.373 -5.673 4.228  0.12
72 H -1.533 -8.109 4.427  0.11
73 H -3.292 -8.138 4.367  0.11
74 H -1.776 -8.452 2.079  0.10
75 H -3.322 -7.568 2.020  0.10
76 H -1.386 -4.370 3.635  0.10
77 H -0.316 -5.750 4.020  0.10
78 C 8.981 -2.065 4.832  -0.22
79 C 9.226 -0.655 4.278  -0.22
80 C 8.862 -0.679 2.791  -0.22
81 S 7.598 -1.955 2.605  0.66
82 O 8.128 -3.020 1.792  -0.32
83 O 6.337 -1.349 2.274  -0.31
84 C 7.608 -2.483 4.321  -0.23
85 H 9.019 -2.086 5.921  0.11
86 H 9.740 -2.754 4.456  0.12
87 H 8.589 0.059 4.804  0.12
88 H 10.260 -0.340 4.419  0.11
89 H 8.438 0.255 2.429  0.10
90 H 9.698 -0.978 2.162  0.10
91 H 7.418 -3.553 4.344  0.11
92 H 6.807 -1.945 4.829  0.10
93 C -4.429 -2.482 -3.711  -0.25
94 C -5.344 -3.607 -3.213  -0.22
95 C -6.098 -4.150 -4.429  -0.22
96 S -5.023 -3.873 -5.851  0.66
97 O -5.661 -2.944 -6.754  -0.34
98 O -4.546 -5.132 -6.375  -0.35
99 C -3.728 -3.023 -4.952  -0.23
100 H -3.725 -2.178 -2.940  0.09
101 H -5.031 -1.608 -3.966  0.11
102 H -4.741 -4.398 -2.762  0.12
103 H -6.032 -3.243 -2.450  0.10
104 H -6.307 -5.217 -4.381  0.10
105 H -7.016 -3.600 -4.628  0.10
106 H -3.302 -2.265 -5.605  0.10
107 H -2.975 -3.769 -4.699  0.11
108 C 4.962 0.088 -3.723  -0.21
109 C 3.494 0.512 -3.838  -0.21
110 C 2.735 -0.113 -2.660  -0.20
111 S 3.930 -0.244 -1.325  0.66
112 O 4.120 -1.633 -0.981  -0.33
113 O 3.605 0.713 -0.299  -0.32
114 C 5.343 0.341 -2.266  -0.22
115 H 5.597 0.662 -4.396  0.11
116 H 5.077 -0.971 -3.966  0.12
117 H 3.428 1.594 -3.739  0.07
118 H 3.046 0.211 -4.783  0.12
119 H 1.925 0.516 -2.293  0.10
120 H 2.362 -1.117 -2.858  0.11
121 H 6.228 -0.182 -1.912  0.10
122 H 5.420 1.411 -2.068  0.10
123 C 1.410 5.871 -3.083  -0.22
124 C 2.004 6.749 -4.191  -0.22
125 C 3.204 5.998 -4.772  -0.22
126 S 2.847 4.243 -4.534  0.67
127 O 3.818 3.714 -3.602  -0.33
128 O 2.646 3.590 -5.802  -0.32
129 C 1.300 4.465 -3.662  -0.22
130 H 0.437 6.235 -2.757  0.11
131 H 2.071 5.857 -2.213  0.12
132 H 1.257 6.912 -4.970  0.12
133 H 2.306 7.726 -3.814  0.11
134 H 3.356 6.163 -5.836  0.10
135 H 4.124 6.201 -4.227  0.10
136 H 1.204 3.673 -2.915  0.10
137 H 0.501 4.390 -4.400  0.11